(1)
{
  "formula": "C33H79NO13",
  "method": "the ωB97M-V functional and the def2-TZVPD basis",
  "orbital_gap_ev": 9.11,
  "lumo_ev": 0.66,
  "relative_energy_ev": 10.3944,
  "mol_weight_g_mol": 697.989,
  "total_energy_ev": -63598.186,
  "species": ["H", "H", "H", "H", "H", "H", "C", "H", "H", "C", "H", "H", "O", "H", "H", "H", "N", "H", "H", "H", "C", "H", "H", "H", "H", "H", "H", "H", "H", "H", "H", "H", "C", "H", "C", "H", "O", "C", "C", "H", "H", "H", "H", "H", "H", "H", "C", "C", "O", "C", "H", "H", "H", "H", "O", "O", "H", "H", "H", "C", "H", "C", "C", "C", "H", "H", "H", "H", "H", "H", "H", "H", "H", "C", "C", "H", "H", "O", "H", "H", "H", "H", "H", "C", "H", "C", "C", "O", "O", "O", "O", "H", "H", "H", "O", "H", "C", "H", "H", "C", "C", "C", "C", "H", "C", "C", "H", "C", "H", "C", "O", "H", "C", "H", "H", "H", "H", "C", "H", "C", "C", "H", "O", "C", "H", "H"],
  "xyz": [[3.576, 4.225, -7.071], [-6.627, 0.786, -1.066], [-1.651, -0.730, -5.164], [3.893, -1.788, 4.765], [-5.288, 0.875, 2.347], [-5.892, -7.826, -3.541], [-0.696, -1.461, 2.255], [-2.726, -6.496, -1.098], [-6.220, -6.363, -4.450], [2.682, 3.286, 1.697], [4.696, 1.573, 0.958], [5.858, -1.439, -0.272], [4.482, 0.301, 3.213], [-1.989, -4.000, -0.428], [2.432, 2.255, 1.948], [5.175, -3.847, 0.155], [5.026, -0.619, 2.313], [-3.406, -0.507, -5.461], [4.451, 5.375, 4.730], [0.952, 4.304, 3.810], [5.818, -3.000, 2.085], [4.006, 0.847, -0.515], [-0.918, 4.449, -4.313], [-0.665, 0.652, -2.659], [-3.714, -6.538, 0.309], [2.374, -0.104, 1.788], [-4.506, 3.580, 0.111], [-2.546, -2.142, -5.584], [-2.084, 0.365, -1.758], [3.143, -2.460, 3.307], [3.895, -3.434, 1.230], [5.130, 3.757, 5.076], [4.219, 4.353, 5.029], [4.167, -3.357, 4.336], [-1.012, 0.517, -1.635], [2.475, -1.843, 1.480], [3.332, 3.736, 4.110], [-4.777, -1.853, -2.132], [-6.371, -0.269, -1.158], [4.268, -1.966, -0.794], [-2.630, -4.637, 1.077], [6.817, -2.471, 4.698], [-4.605, 1.843, -0.167], [-5.667, -6.892, -0.896], [-3.803, 0.446, 1.419], [0.529, 3.906, -3.350], [-3.674, 0.848, 3.573], [-4.777, -6.789, -1.517], [-1.057, -0.625, 1.197], [0.613, 3.896, 2.858], [-7.026, -6.592, -2.861], [-0.789, 0.990, 2.419], [3.175, 3.129, 0.738], [2.905, 7.186, -7.856], [-0.684, 1.708, -0.883], [1.367, 4.005, 1.680], [4.653, 3.422, 2.451], [6.831, -2.907, 1.692], [7.430, -1.456, 3.406], [-2.639, -1.181, -5.079], [-3.848, -3.320, -3.548], [2.766, -0.861, 1.108], [6.546, -1.673, 4.006], [4.875, -1.746, 0.084], [5.143, 0.996, 3.198], [-0.498, -0.365, -1.252], [4.096, 7.767, -6.672], [0.463, 0.680, 1.229], [-2.272, 1.624, 0.511], [-0.326, 4.384, 2.596], [-3.524, -1.946, 5.199], [2.041, 5.020, -7.542], [-1.283, 2.787, 0.805], [-0.616, 0.695, 1.384], [4.865, -3.088, 0.873], [0.413, 2.840, 3.040], [6.463, -0.733, 4.551], [-4.988, -6.189, -2.768], [-7.240, -0.856, -1.455], [5.704, -3.932, 2.639], [-4.366, 1.372, 4.232], [-0.794, -2.519, 2.012], [1.652, 3.110, -6.092], [-4.234, 1.096, 2.180], [-3.952, -0.380, 5.855], [0.044, 3.936, -4.325], [4.707, 0.699, 0.306], [-3.896, -4.733, -0.616], [-3.609, -0.558, 3.836], [3.128, 6.012, -6.215], [-2.914, -1.505, -3.721], [-4.483, -7.816, -1.733], [-5.902, -0.739, -0.293], [2.610, 3.666, -4.814], [0.815, 4.719, -5.220], [-5.503, -2.575, -1.759], [5.373, -1.881, 3.035], [-1.403, -1.201, 3.042], [-0.151, 2.894, -4.578], [-4.815, 2.633, 0.554], [-4.120, -2.268, -3.473], [-3.679, -6.141, -0.706], [-1.191, 1.757, 0.462], [3.771, 4.421, 6.021], [3.684, 6.882, -7.157], [4.292, -0.622, 1.023], [-3.352, -3.153, 0.383], [-6.119, -6.765, -3.442], [5.737, 0.718, -0.050], [2.006, 4.038, -5.642], [-5.283, -0.519, -2.139], [0.330, -1.349, 2.606], [4.075, -2.378, 3.866], [-4.097, -1.918, -1.282], [-5.897, 2.705, 0.666], [-4.815, -2.037, -4.281], [-2.696, 1.299, 3.736], [2.736, 4.826, -6.724], [4.483, 6.458, -7.765], [3.696, 3.877, 2.705], [-2.901, -4.119, 0.157], [3.829, 4.917, 2.408], [-4.191, 2.483, 1.800], [-3.312, -0.879, 5.127], [2.248, -0.825, 0.150], [-2.248, -0.748, 5.320]]
}

(2)
{
  "formula": "C33H85N3O11",
  "method": "the ωB97M-V functional and the def2-TZVPD basis",
  "orbital_gap_ev": 8.51,
  "lumo_ev": 0.22,
  "relative_energy_ev": 6.8580,
  "mol_weight_g_mol": 700.053,
  "total_energy_ev": -62581.452,
  "species": ["H", "C", "H", "N", "H", "C", "H", "H", "C", "H", "H", "C", "H", "N", "H", "H", "H", "H", "C", "H", "C", "H", "H", "C", "H", "O", "C", "H", "H", "H", "H", "H", "H", "O", "H", "H", "O", "O", "H", "O", "H", "H", "H", "C", "H", "H", "C", "H", "H", "H", "H", "C", "H", "C", "O", "H", "H", "H", "H", "C", "H", "H", "H", "O", "H", "C", "C", "H", "C", "H", "H", "H", "H", "H", "C", "H", "H", "C", "C", "H", "H", "C", "C", "H", "H", "H", "C", "H", "H", "H", "C", "H", "H", "H", "C", "H", "C", "H", "H", "H", "H", "H", "H", "H", "C", "H", "O", "C", "H", "H", "H", "C", "H", "H", "O", "H", "H", "C", "H", "C", "H", "H", "H", "H", "C", "C", "C", "H", "N", "O", "H", "O"],
  "xyz": [[-4.212, 4.698, -13.600], [-3.599, -7.386, -3.898], [4.927, 4.656, 1.791], [0.970, 5.824, 8.687], [-3.601, 1.711, 1.788], [1.519, -1.333, 0.444], [1.176, 4.729, -9.503], [1.245, -5.139, 9.632], [1.712, 4.767, 7.974], [1.796, 5.782, 10.675], [6.437, 4.511, 1.426], [-4.623, -5.415, -0.757], [-0.535, -5.125, 7.193], [-0.375, 4.790, -11.590], [-2.092, 3.447, -14.298], [1.368, 8.573, 9.657], [0.550, 5.562, -7.341], [-4.746, 3.015, -0.465], [1.013, -1.125, -1.046], [0.459, -3.980, 6.208], [0.903, 7.772, 10.231], [2.666, 9.243, 11.583], [-0.959, -3.444, 6.935], [2.435, 8.319, 12.113], [-3.671, 5.070, 2.863], [6.251, 6.964, 1.794], [-5.021, -8.819, -5.235], [-3.587, -5.339, -0.426], [0.828, -0.085, -1.314], [0.863, -1.440, 2.277], [1.710, -1.532, -1.779], [-1.317, 4.967, -11.270], [-3.355, -8.245, -3.274], [-2.943, 3.844, -12.373], [2.590, -4.022, 9.345], [-0.168, 7.654, 10.065], [-0.568, 4.221, -8.471], [0.542, -1.114, 1.433], [3.155, -2.843, 0.138], [7.274, -10.141, 0.825], [5.911, 6.713, -0.166], [-2.063, 3.125, 8.245], [-8.455, -9.641, -3.275], [0.598, -3.545, 8.323], [-5.197, -5.889, 0.039], [3.594, 6.475, 1.959], [-0.123, -4.118, 7.119], [2.350, -0.632, 0.523], [-6.859, -10.322, -3.379], [-6.581, -9.867, -6.317], [-2.724, -7.275, -4.539], [-0.157, 3.584, -10.876], [-2.196, 3.248, 1.314], [-6.425, -8.943, -5.759], [-7.408, -8.702, -4.751], [0.032, -1.596, -1.112], [-1.609, 2.473, -12.929], [2.136, -5.103, 8.188], [2.600, 6.743, 9.396], [0.818, 4.033, 6.882], [-4.597, 5.128, 1.425], [-4.334, -9.151, -6.013], [-0.944, 5.338, -13.609], [1.137, 8.011, 11.627], [0.538, 3.909, -6.721], [-7.644, -9.854, -3.972], [-3.253, 3.512, 1.273], [2.733, -2.701, 1.839], [6.230, -8.451, -0.508], [2.690, 8.357, 13.172], [-4.999, 4.084, -12.318], [6.458, -10.546, 0.519], [-1.411, 4.775, 7.918], [5.951, 7.822, 2.103], [2.324, -2.699, 0.829], [-8.009, -10.639, -4.634], [5.936, -8.915, 1.655], [1.677, -4.437, 8.919], [5.505, 6.400, 0.796], [3.194, 7.614, 11.776], [0.387, 4.861, 6.319], [-1.181, 3.765, 8.257], [-1.866, 3.488, -13.233], [8.290, -8.462, 2.451], [1.022, 3.084, -9.016], [0.853, -1.795, 7.483], [0.462, 3.907, -9.459], [8.657, -7.915, 0.777], [-2.864, -6.002, -2.493], [-4.849, -4.386, -1.037], [1.642, 6.450, 9.827], [5.143, 4.382, 0.092], [-1.032, 2.939, -10.799], [5.197, -8.792, -0.573], [-4.191, 3.795, -12.989], [7.423, -7.142, 1.941], [6.740, -8.885, 0.919], [6.175, -7.364, -0.581], [0.643, 3.002, -11.333], [1.749, -3.610, 0.664], [-4.156, -5.260, -3.587], [-4.914, -9.489, -4.383], [-6.605, -8.265, -6.593], [-5.646, -7.418, -4.043], [-3.688, 3.085, -0.215], [-0.817, 4.764, -6.544], [-3.941, 2.567, 2.061], [7.881, -8.043, 1.532], [0.164, 6.235, 8.236], [4.022, 7.971, 1.050], [2.005, 4.101, 8.786], [-0.687, 4.461, -13.014], [-4.280, 2.910, -13.619], [6.894, -8.787, -1.303], [-0.199, 3.204, 7.417], [-3.281, 3.812, -0.918], [3.508, 6.676, 0.202], [5.554, 4.928, 0.941], [-0.108, -3.103, 9.026], [-3.589, 4.923, 1.786], [-3.481, 2.033, -0.416], [-2.872, 5.651, 1.408], [0.179, 4.165, -13.606], [-0.870, 3.846, 9.299], [-0.033, 4.642, -7.291], [4.107, 6.885, 1.089], [-3.820, -6.118, -3.005], [1.492, 3.454, 6.250], [-4.858, -7.472, -4.672], [-4.765, -6.323, -1.928], [2.588, 5.139, 7.444], [1.378, -2.413, 7.997]]
}

(3)
{
  "formula": "C33H88F3N6O13Pt",
  "method": "the ωB97M-V functional and the def2-TZVPD basis",
  "orbital_gap_ev": [8.25, 6.60],
  "lumo_ev": [-2.21, -3.86],
  "charge": 1,
  "multiplicity": 3,
  "s_squared": 2.004,
  "mol_weight_g_mol": 1029.168,
  "total_energy_ev": -82593.812,
  "species": ["H", "O", "F", "H", "H", "H", "C", "C", "H", "H", "N", "H", "C", "H", "H", "H", "H", "H", "H", "H", "H", "O", "H", "C", "H", "H", "C", "H", "C", "H", "F", "O", "H", "C", "C", "H", "C", "C", "H", "H", "H", "H", "C", "H", "H", "H", "C", "H", "H", "C", "H", "C", "C", "H", "N", "H", "H", "H", "H", "H", "H", "H", "H", "H", "H", "H", "C", "H", "H", "H", "N", "H", "H", "H", "C", "H", "Pt", "H", "H", "C", "H", "C", "H", "N", "C", "H", "O", "O", "H", "C", "H", "H", "H", "H", "C", "O", "O", "O", "H", "H", "H", "O", "C", "N", "H", "C", "C", "C", "H", "N", "C", "H", "O", "C", "H", "C", "C", "H", "H", "H", "H", "H", "O", "H", "H", "H", "H", "H", "O", "O", "C", "F", "H", "C", "H", "H", "H", "H", "H", "C", "H", "H", "H", "H"],
  "xyz": [[7.846, -3.877, 0.168], [-7.257, 0.674, 1.576], [-2.739, -0.691, 0.335], [1.530, 2.147, 1.915], [-4.817, -3.465, -2.758], [-4.547, 5.311, -0.956], [-2.088, -0.005, -0.612], [-8.155, -0.428, 1.559], [2.234, 2.094, 5.422], [0.093, 3.592, -5.010], [-3.287, -4.306, -0.801], [3.081, 2.241, 3.867], [-5.916, 3.398, 1.649], [2.497, 5.181, -1.332], [-0.786, 0.150, -3.931], [-1.791, 3.055, -0.479], [-8.550, -0.625, 0.560], [-2.333, 4.127, -2.651], [-5.513, 1.989, 0.162], [5.206, -0.474, -1.604], [1.825, -2.405, -3.085], [-0.326, 1.593, -0.863], [-4.878, -3.253, 0.283], [1.298, -0.429, -3.761], [-2.657, -3.555, -0.540], [3.918, -0.240, 3.526], [0.186, 0.377, -4.409], [-5.917, -2.480, -1.735], [1.483, 5.008, -0.962], [-5.117, -5.807, -0.010], [-1.884, -0.759, -1.706], [2.075, 2.868, 0.000], [5.992, 1.333, 1.526], [-5.612, -5.018, -0.615], [4.720, -2.440, -2.178], [5.559, -2.942, -4.122], [-7.792, -5.781, -0.041], [-4.662, -3.828, -0.630], [-7.239, -6.696, 0.192], [-0.863, 0.986, 0.919], [1.039, -2.453, -4.648], [1.344, -2.986, 1.992], [-0.324, -6.115, 1.259], [0.986, 0.379, 5.888], [0.433, -5.345, 1.054], [-0.696, -6.214, -0.692], [-6.392, 2.583, 0.451], [1.362, -1.117, 5.006], [3.336, 2.360, 1.510], [5.963, -3.079, -1.517], [-0.880, -5.963, 2.176], [6.834, -4.281, 0.250], [6.911, 0.888, 1.939], [4.093, -1.145, -0.589], [4.443, -1.132, -1.530], [1.088, -0.257, -1.749], [-6.702, 4.061, 2.014], [-0.688, -1.698, 1.422], [-8.970, -0.240, 2.276], [0.613, 6.948, -1.538], [5.351, -1.718, 0.753], [4.073, -1.991, -4.166], [0.718, 4.086, 0.886], [-0.322, 6.062, -0.463], [1.279, -2.881, 0.335], [0.043, 0.086, -5.451], [6.817, -0.574, 1.564], [5.662, -1.257, -3.764], [4.226, 2.276, 6.835], [-3.676, 5.979, -3.540], [-6.696, 3.557, -0.650], [1.076, 6.889, 0.171], [6.739, -5.229, -0.290], [-3.597, 3.224, -1.823], [5.016, -2.125, -3.636], [-0.211, 4.121, -1.697], [1.465, 2.157, -2.055], [2.745, -0.328, -2.198], [7.262, -1.232, 2.328], [-7.596, 1.696, 0.682], [-8.257, -5.914, -1.028], [1.646, 4.214, 0.306], [6.696, -4.561, 1.295], [1.800, 0.025, -2.427], [-3.708, 5.377, -1.647], [0.119, -2.104, -3.145], [5.821, -3.396, -0.147], [7.061, 1.101, 3.296], [0.274, -7.035, 1.340], [2.340, 2.087, 1.181], [0.652, 4.900, -2.781], [-4.196, -2.086, -1.861], [0.027, -0.190, 4.494], [-8.558, -5.485, 0.666], [0.735, 6.289, -0.670], [-2.067, 3.978, -0.610], [0.417, 1.764, -4.180], [0.186, -0.519, -0.072], [-3.031, -5.119, -0.251], [0.389, -0.489, 2.028], [-3.083, 6.196, -1.259], [-4.319, 5.855, -2.835], [-2.931, 4.080, -1.717], [0.769, 4.227, -2.022], [7.415, -0.911, 0.697], [-4.913, -2.908, -1.826], [2.746, 1.539, 4.628], [-0.749, 0.542, -0.083], [5.522, 1.046, 6.657], [4.620, 0.045, 4.206], [1.327, -2.220, 1.218], [3.846, -3.078, -2.047], [5.464, -0.937, 1.315], [4.782, 1.655, 6.136], [2.346, -1.833, 1.142], [3.906, 0.787, 5.256], [1.052, -1.933, -3.692], [-5.605, -5.492, -1.616], [-8.458, 2.262, 1.057], [2.155, -0.167, -4.405], [-7.662, -1.332, 1.912], [6.821, -2.425, -1.727], [-1.187, -6.185, 0.131], [7.707, 1.359, 1.362], [4.972, -0.814, 4.622], [-7.845, 1.353, -0.337], [6.294, 0.626, 3.715], [2.228, 1.051, 0.850], [1.845, 0.645, 4.010], [-6.871, -4.692, -0.140], [0.243, -1.171, 1.182], [-2.940, 0.954, -1.013], [-5.847, 4.106, -0.611], [-0.350, 2.599, -5.025], [-0.307, 2.272, -6.068], [2.347, 4.632, 1.036], [-6.707, 3.063, -1.538], [6.102, -4.009, -2.098], [-5.073, 4.016, 1.316], [1.038, -0.073, 4.896], [3.497, 0.061, 5.973], [-5.526, 2.805, 2.474], [5.397, 2.354, 5.553], [-1.401, 2.601, -4.728]]
}